No. 1
Formula: C2H6NOS
Source: the Open Molecules 2025 dataset
Level of theory: ωB97M-V with the def2-TZVPD basis set

Summary:
net charge: +1
E_tot: -16531.8319 eV
largest force on an atom: 0.117 Eh/bohr
LUMO level (spin up / spin down): -5.773 / -5.772 eV
gap between HOMO and LUMO (spin up / spin down): 8.866 / 8.867 eV
M: 92.1 g/mol
relative energy (zero: lowest compared OMol25 entry of this formula, charge and spin): 91.27 kcal/mol
HOMO energy (spin up / spin down): -14.64 / -14.64 eV

Bonds (Å) are listed after each position.
Cartesian coordinates (Å):
1 H -3.35220 1.35019 0.05385  S3 1.295
2 H 1.46606 -0.25624 1.01494  C6 1.144
3 S -2.92319 0.13637 -0.08839  H1 1.295, C11 1.632
4 H -0.30586 1.82248 0.44604  no bonds
5 N -0.43782 -0.53628 -0.07810  C6 1.518, O8 1.357, C11 1.317
6 C 1.06559 -0.32854 -0.05413  H2 1.144, N5 1.518, H9 1.045, H10 1.109
7 H -0.23515 -2.40225 -0.37303  O8 0.941
8 O -0.86879 -1.82045 0.00722  N5 1.357, H7 0.941
9 H 1.48479 -1.19268 -0.46685  C6 1.045
10 H 1.36786 0.60787 -0.56642  C6 1.109
11 C -1.32481 0.42533 0.07248  S3 1.632, N5 1.317

No. 2
Formula: C5H14N2
Source: the Open Molecules 2025 dataset
Level of theory: ωB97M-V with the def2-TZVPD basis set

Summary:
E_tot: -8387.2438 eV
largest force on an atom: 0.136 Eh/bohr
LUMO level (spin up / spin down): 1.103 / 1.150 eV
gap between HOMO and LUMO (spin up / spin down): 7.781 / 8.156 eV
M: 102.2 g/mol
relative energy (zero: lowest compared OMol25 entry of this formula, charge and spin): 123.95 kcal/mol
HOMO energy (spin up / spin down): -6.68 / -7.01 eV

Bonds (Å) are listed after each position.
Cartesian coordinates (Å):
1 C 1.04567 1.18595 2.27231  H6 1.187, H11 1.139, C12 1.537, H17 0.988
2 H 1.14466 0.70134 0.05529  C12 1.147
3 H -1.79046 -1.34489 1.73247  N19 0.981
4 H 1.49508 -0.07319 -1.83572  C13 1.216
5 C -1.22368 0.08673 -1.68793  C9 1.507, H16 0.990, H18 1.151, H21 1.012
6 H 0.24017 1.67785 2.99193  C1 1.187
7 H 1.70620 -1.47449 -0.62905  C13 1.127
8 H -0.50185 1.35139 0.61948  C12 1.093
9 C -0.41609 -1.08327 -1.18704  C5 1.507, H10 1.009, C13 1.510
10 H -0.85001 -1.95601 -0.92777  C9 1.009
11 H 1.81475 2.01540 2.13678  C1 1.139
12 C 0.40473 0.82276 0.92329  C1 1.537, H2 1.147, H8 1.093, N15 1.453
13 C 1.06044 -1.15676 -1.49660  H4 1.216, H7 1.127, C9 1.510, H14 1.146
14 H 1.27219 -2.02754 -2.21066  C13 1.146
15 N -0.13591 -0.52526 0.95444  C12 1.453, N19 1.348
16 H -0.65559 0.87220 -1.89001  C5 0.990
17 H 1.38684 0.32835 2.62355  C1 0.988
18 H -1.71417 -0.26083 -2.66957  C5 1.151
19 N -1.27424 -0.51278 1.67598  H3 0.981, N15 1.348, H20 0.973
20 H -1.80036 0.29194 1.52901  N19 0.973
21 H -1.94520 0.22929 -0.99316  C5 1.012

No. 3
Formula: C5H6O
Source: the Open Molecules 2025 dataset
Level of theory: ωB97M-V with the def2-TZVPD basis set

Summary:
E_tot: -7326.1198 eV
largest force on an atom: 0.022 Eh/bohr
LUMO level: 0.270 eV
gap between HOMO and LUMO: 8.588 eV
M: 82.1 g/mol
relative energy (zero: lowest compared OMol25 entry of this formula, charge and spin): 72.98 kcal/mol
HOMO energy: -8.32 eV

Bonds (Å) are listed after each position.
Cartesian coordinates (Å):
1 C 1.36664 0.81629 0.71799  C2 1.356, O11 1.161
2 C 0.85930 -0.24983 0.05178  C1 1.356, C4 1.377, C12 1.509
3 H 2.95645 -0.24155 -0.34352  C4 1.101
4 C 1.99988 -0.75317 -0.53257  C2 1.377, H3 1.101
5 H -1.53733 1.16550 0.40227  C7 1.097
6 H -1.38394 0.75791 -1.31507  C7 1.095
7 C -1.57841 0.34222 -0.32088  H5 1.097, H6 1.095, H10 1.095, C12 1.530
8 H -0.80021 -1.15055 1.02933  C12 1.097
9 H -0.61465 -1.58565 -0.66691  C12 1.096
10 H -2.59849 -0.05454 -0.31123  C7 1.095
11 O 1.89634 1.70031 1.25248  C1 1.161
12 C -0.56557 -0.74695 0.03634  C2 1.509, C7 1.530, H8 1.097, H9 1.096

No. 4
Formula: C2H4N2Se
Source: the Open Molecules 2025 dataset
Level of theory: ωB97M-V with the def2-TZVPD basis set

Summary:
E_tot: -70460.5750 eV
largest force on an atom: 0.056 Eh/bohr
LUMO level (spin up / spin down): -0.035 / -1.819 eV
gap between HOMO and LUMO (spin up / spin down): 8.952 / 5.849 eV
M: 135.0 g/mol
relative energy (zero: lowest compared OMol25 entry of this formula, charge and spin): 67.33 kcal/mol
HOMO energy (spin up / spin down): -8.99 / -7.67 eV

Bonds (Å) are listed after each position.
Cartesian coordinates (Å):
1 H -0.08220 0.69218 1.51325  C5 1.118
2 H -1.51223 1.40641 0.66903  C5 1.117
3 Se -2.37654 -0.38592 2.13800  C5 1.979
4 N 0.47987 -0.47479 -0.48065  C6 1.284, N7 1.262
5 C -1.02159 0.44591 0.95967  H1 1.118, H2 1.117, Se3 1.979, N7 1.402
6 C 1.40732 -0.42260 -1.36734  N4 1.284, H8 1.072, H9 1.080
7 N -0.70729 -0.47323 -0.05111  N4 1.262, C5 1.402
8 H 2.38002 -0.62535 -0.96549  C6 1.072
9 H 1.43264 -0.16261 -2.41537  C6 1.080

No. 5
Formula: C2H12N2O3
Source: the Open Molecules 2025 dataset
Level of theory: ωB97M-V with the def2-TZVPD basis set

Summary:
E_tot: -11390.7027 eV
largest force on an atom: 0.036 Eh/bohr
SMILES: [H]/N=C/NC.O.O.O
LUMO level: 0.328 eV
gap between HOMO and LUMO: 9.734 eV
M: 112.1 g/mol
relative energy (zero: lowest compared OMol25 entry of this formula, charge and spin): 24.13 kcal/mol
HOMO energy: -9.41 eV

Bonds (Å) are listed after each position.
Cartesian coordinates (Å):
1 H -2.14503 -2.04248 -1.14743  O16 0.968
2 H 1.62618 1.51540 -1.27772  O17 0.975
3 N 1.73355 -0.66110 -1.22780  H4 1.011, C14 1.275
4 H 2.24661 -1.34068 -1.77318  N3 1.011
5 H -0.03394 -1.36667 2.31982  C7 1.086
6 H 1.68469 -1.15819 2.44051  C7 1.086
7 C 0.76199 -0.63596 2.20728  H5 1.086, H6 1.086, N12 1.477, H18 1.093
8 H -0.76286 -1.86988 -1.58485  O16 0.965
9 O -4.35473 2.90607 0.47418  H13 0.971, H19 0.960
10 H 1.64566 -2.06981 0.28302  C14 1.092
11 H 0.03067 0.28734 0.42358  N12 1.008
12 N 0.84828 -0.15270 0.81477  C7 1.477, H11 1.008, C14 1.383
13 H -3.66015 3.36137 0.97709  O9 0.971
14 C 1.48936 -1.03700 -0.03406  N3 1.275, H10 1.092, N12 1.383
15 H 1.81044 1.55964 -2.74262  O17 0.969
16 O -1.24983 -2.09168 -0.78169  H1 0.968, H8 0.965
17 O 1.57092 2.15205 -2.01448  H2 0.975, H15 0.969
18 H 0.64028 0.25851 2.82335  C7 1.093
19 H -3.88210 2.38576 -0.17976  O9 0.960

No. 6
Formula: C17H12Cl2N2O
Source: the Open Molecules 2025 dataset
Level of theory: ωB97M-V with the def2-TZVPD basis set

Summary:
E_tot: -47897.4092 eV
largest force on an atom: 0.014 Eh/bohr
SMILES: O=C(Cc1ccc(Cl)c(Cl)c1)Nc1cccc2ncccc12
LUMO level: 0.173 eV
gap between HOMO and LUMO: 8.672 eV
M: 331.2 g/mol
relative energy (zero: lowest compared OMol25 entry of this formula, charge and spin): 0.00 kcal/mol
HOMO energy: -8.50 eV

Bonds (Å) are listed after each position.
Cartesian coordinates (Å):
1 H 0.36993 1.89202 0.17256  N18 1.011
2 H -3.70648 2.34227 1.31372  C20 1.078
3 H -1.98711 3.16126 -0.24115  C15 1.080
4 H 4.85969 -3.48228 -0.05782  C22 1.083
5 Cl -3.49116 -2.20159 -0.33767  C10 1.722
6 H 4.47109 2.57133 2.31111  C25 1.080
7 H 1.29378 -1.27351 -0.90959  C9 1.079
8 C 2.85761 -0.24214 0.17172  C9 1.411, C14 1.425, C19 1.417
9 C 2.28413 -1.34860 -0.48898  H7 1.079, C8 1.411, C23 1.368
10 C -3.02832 -0.54291 -0.30322  Cl5 1.722, C27 1.393, C33 1.384
11 C 0.78087 1.16197 -1.67692  N18 1.362, O30 1.206, C31 1.534
12 H 2.58249 -3.38298 -1.07060  C23 1.079
13 Cl -4.83208 -0.22403 1.69377  C27 1.722
14 C 4.13044 -0.43594 0.78232  C8 1.425, C16 1.410, N32 1.347
15 C -2.26816 2.11814 -0.25927  H3 1.080, C17 1.390, C20 1.383
16 C 4.70723 0.59849 1.54705  C14 1.410, C25 1.366, H26 1.078
17 C -1.67016 1.25209 -1.16793  C15 1.390, C31 1.498, C33 1.390
18 N 1.01020 1.30261 -0.34161  H1 1.011, C11 1.362, C19 1.412
19 C 2.23310 1.02258 0.30590  C8 1.417, N18 1.412, C34 1.375
20 C -3.23955 1.66603 0.61546  H2 1.078, C15 1.383, C27 1.386
21 H 2.31155 2.94883 1.20475  C34 1.081
22 C 4.26852 -2.57734 0.00971  H4 1.083, C23 1.406, N32 1.302
23 C 2.99112 -2.51690 -0.57382  C9 1.368, H12 1.079, C22 1.406
24 H -0.52682 2.80252 -2.11054  C31 1.092
25 C 4.04373 1.78166 1.71152  H6 1.080, C16 1.366, C34 1.400
26 H 5.66951 0.41676 1.99769  C16 1.078
27 C -3.62357 0.33461 0.60090  C10 1.393, Cl13 1.722, C20 1.386
28 H -0.77302 1.36592 -3.11414  C31 1.091
29 H -1.60945 -0.76983 -1.87779  C33 1.079
30 O 1.55177 0.66195 -2.45784  C11 1.206
31 C -0.58818 1.71236 -2.09665  C11 1.534, C17 1.498, H24 1.092, H28 1.091
32 N 4.80813 -1.59546 0.67299  C14 1.347, C22 1.302
33 C -2.06023 -0.08240 -1.17878  C10 1.384, C17 1.390, H29 1.079
34 C 2.80994 1.99678 1.08559  C19 1.375, H21 1.081, C25 1.400

What is the relative energy (zero: lowest compared OMol25 entry of this formula, charge and spin) in the sixth record?
0.00 kcal/mol

relative energy (zero: lowest compared OMol25 entry of this formula, charge and spin) of number 4 (C2H4N2Se)?
67.33 kcal/mol